Entry 1:
The following is a quantum chemistry calculation of a cluster of 7 separate species, C3H20NO6 in total at a distorted geometry, from the OMol25 dataset.

Values from the calculation:
charge: +1
highest occupied orbital energy: -13.02 eV
largest force on an atom: 5.231 eV/Å
energy above the lowest of the compared OMol25 structures with the same formula, charge and spin: 2.9340 eV

Each line ends with the Mulliken charge.
Geometry (Å):
O (0.5636, -1.7283, -2.0000)  -0.603
O (-1.9061, 0.0738, -1.7813)  -0.546
O (-0.1621, -0.8075, 3.1969)  -0.763
O (-0.2742, -3.2850, 2.4633)  -0.600
O (-1.8176, -1.4021, 0.2112)  -0.689
O (2.5890, 1.6744, 1.0660)  -0.627
N (0.4223, 0.1447, 0.7234)  -0.135
C (-0.0425, 1.2668, -0.1712)  -0.218
C (0.6894, 1.8205, -1.1473)  -0.085
C (-0.0505, 2.7617, -2.0795)  -1.406
H (1.5075, 0.1301, 0.7182)  0.470
H (1.7029, 1.6674, -1.3958)  0.469
H (2.8644, 1.6538, 2.0265)  0.293
H (2.9298, 2.6294, 0.9655)  0.306
H (0.0884, 0.0832, 1.7570)  0.331
H (-1.6323, -2.1531, -0.4150)  0.314
H (-0.1594, -0.6492, 0.3203)  0.312
H (-1.0788, -0.7425, 2.8948)  0.333
H (1.0337, -2.5971, -1.7082)  0.302
H (-0.5128, 2.1829, -2.9125)  0.253
H (-2.2969, -0.6781, -0.2436)  0.330
H (-0.7615, 3.5112, -1.8038)  0.404
H (-1.0698, 1.5416, 0.1162)  0.299
H (-2.3266, 0.7814, -2.1092)  0.270
H (-0.6108, -4.1015, 2.7337)  0.270
H (0.0991, -2.0681, -2.7579)  0.319
H (-0.0797, -1.8169, 3.4356)  0.387
H (0.6466, -3.3058, 2.6403)  0.351
H (-1.0245, -0.0043, -2.2443)  0.256
H (0.6694, 3.4167, -2.4993)  0.401

Cartesian forces (eV/Å) of the 2 atoms listed first:
O 1.415 -2.450 1.251
O 3.254 -3.896 0.327

Entry 2:
The following is a quantum chemistry calculation of a cluster of 8 separate species, C3H20NO9 in total at a distorted geometry, from the OMol25 dataset.

Values from the calculation:
charge: -1
highest occupied orbital energy: -5.94 eV
largest force on an atom: 4.363 eV/Å
energy above the lowest of the compared OMol25 structures with the same formula, charge and spin: 3.0228 eV

Each line ends with the Mulliken charge.
Geometry (Å):
O (2.4325, 1.2214, 0.8876)  -0.726
O (-0.0527, 0.3697, 0.6332)  -0.398
O (1.8935, -2.2719, 1.5337)  -0.691
O (-0.2310, -1.0789, -1.3757)  -0.758
O (-0.1824, -0.0499, -3.6312)  -0.640
O (2.6383, -0.9387, -1.1815)  -0.692
O (-3.1708, -0.9346, 0.5233)  -0.513
O (0.0048, 3.0177, -0.3348)  -0.655
O (0.7473, -3.4537, -1.4169)  -0.675
N (-2.0763, 1.1210, 1.3826)  -0.639
C (-0.0887, 1.4665, 2.6966)  -1.206
C (-0.7914, 0.9951, 1.4786)  0.910
C (-2.7839, 0.4103, 0.3157)  -0.387
H (0.5664, -0.5749, -3.3326)  0.343
H (-0.1616, -3.3635, -1.5728)  0.289
H (2.2688, -1.3290, 1.4316)  0.444
H (1.5484, -1.9386, 0.6573)  0.327
H (-0.3358, 2.5235, 3.0537)  0.270
H (-2.2165, 0.2587, -0.6295)  0.121
H (-0.2612, 0.7705, 3.5366)  0.237
H (-3.6522, 1.0482, 0.1468)  0.322
H (-1.1314, -1.1909, -0.9824)  0.211
H (1.0799, -2.5557, -1.3810)  0.330
H (1.7033, -0.8353, -1.1873)  0.126
H (2.4315, 1.6730, 0.0106)  0.355
H (1.0144, 1.5338, 2.4650)  0.310
H (1.5227, 0.7426, 0.7871)  0.177
H (-3.7940, -1.1102, 1.2567)  0.282
H (-0.6367, 3.2298, -1.0489)  0.313
H (-0.1402, -0.3147, -0.6702)  0.552
H (-0.2138, 2.1262, -0.2425)  0.332
H (-1.0261, -0.1944, -3.2877)  0.299
H (3.0951, -0.3733, -0.5218)  0.431

Cartesian forces (eV/Å) of the 2 atoms listed first:
O -0.826 -0.611 -1.663
O 0.959 0.004 -0.440

Entry 3:
The following is a quantum chemistry calculation of a cluster of 7 separate species, C3H22N2O7 in total at a distorted geometry, from the OMol25 dataset.

Values from the calculation:
SMILES: NC[C@H](N)CO.O.O.O.O.O.O
highest occupied orbital energy: -9.40 eV
largest force on an atom: 1.336 eV/Å
energy above the lowest of the compared OMol25 structures with the same formula, charge and spin: 0.1423 eV

Each line ends with the Mulliken charge.
Geometry (Å):
O (-1.0953, 2.6479, 0.3099)  -0.632
O (0.2077, -2.4333, -2.3145)  -0.655
O (1.5549, -0.2093, -1.2312)  -0.704
O (0.5819, 1.9603, 2.3158)  -0.796
O (-2.5666, 0.5768, -0.9519)  -0.785
O (-0.3948, 1.5556, -2.4794)  -0.755
O (3.1658, 1.1924, 0.7066)  -0.638
N (-1.8569, -1.8074, -0.2194)  -0.620
N (1.0364, -0.8735, 1.9425)  -0.597
C (0.3527, -1.2225, 0.6873)  0.504
C (0.4663, -0.0576, -0.3054)  -0.432
C (-1.1104, -1.5276, 0.9988)  -1.000
H (-0.5750, -2.4193, -1.7232)  0.325
H (-1.6150, 3.4116, 0.6410)  0.270
H (-1.1398, -2.3834, 1.6475)  0.585
H (-0.3576, 2.1486, -1.7203)  0.339
H (-1.5243, -0.6961, 1.5681)  0.230
H (-2.6612, -2.3594, -0.0210)  0.251
H (0.4165, 1.0004, 2.4622)  0.386
H (-0.4844, 2.4098, 1.0406)  0.449
H (0.8058, -2.0838, 0.1936)  0.383
H (1.4138, -1.0084, -1.7665)  0.402
H (2.8737, 0.7191, -0.0783)  0.298
H (0.6802, 0.8752, 0.2304)  0.747
H (1.4952, 1.9806, 1.9873)  0.347
H (0.3008, -3.3173, -2.6510)  0.281
H (-2.1132, 0.8234, -1.7641)  0.408
H (2.0053, -0.5751, 1.7816)  0.164
H (-2.2144, 1.2650, -0.3557)  0.425
H (1.0535, -1.6588, 2.5805)  0.236
H (3.5742, 1.9875, 0.3623)  0.293
H (-0.4451, 0.0446, -0.8658)  -0.406
H (-2.1796, -0.9356, -0.6307)  0.258
H (0.3488, 0.9695, -2.3774)  0.440

Cartesian forces (eV/Å) of the 2 atoms listed first:
O -0.714 0.788 0.071
O -0.048 0.601 0.180

Entry 4:
The following is a quantum chemistry calculation of a cluster of 8 separate species, C3H22O8 in total at a distorted geometry, from the OMol25 dataset.

Values from the calculation:
SMILES: CC(C)O.O.O.O.O.O.O.O
highest occupied orbital energy: -10.54 eV
largest force on an atom: 2.486 eV/Å
energy above the lowest of the compared OMol25 structures with the same formula, charge and spin: 2.0764 eV

Each line ends with the Mulliken charge.
Geometry (Å):
O (4.1267, -3.3837, -0.2678)  -0.645
O (-1.5936, -4.7838, 2.6962)  -0.636
O (4.3683, 1.4544, 3.2370)  -0.628
O (1.2097, -1.3713, 1.4944)  -0.622
O (-3.3472, -0.9633, 1.2444)  -0.624
O (4.0717, -1.2225, 6.1110)  -0.643
O (1.1268, -1.8709, -3.1351)  -0.621
O (-1.4163, 2.2051, -1.6856)  -0.484
C (-2.7463, 1.8596, -3.6686)  -1.321
C (-2.8971, 4.0997, -2.3831)  -1.190
C (-2.0021, 2.9109, -2.7889)  0.404
H (-3.3443, 4.4783, -3.3021)  0.335
H (-1.7860, -4.9358, 3.6215)  0.316
H (-3.4690, 2.2691, -4.3744)  0.354
H (-3.4863, 1.2516, -3.1483)  0.315
H (3.4102, -2.7796, -0.0732)  0.314
H (4.1087, -0.3737, 5.6700)  0.326
H (3.9877, -4.1205, 0.3272)  0.322
H (1.4895, -0.8655, 2.2574)  0.316
H (1.1406, -2.6030, -2.5186)  0.316
H (5.2746, 1.7006, 3.4220)  0.316
H (-1.2022, 3.3756, -3.3654)  0.303
H (4.7067, -1.7643, 5.6425)  0.313
H (1.5267, -1.1455, -2.6553)  0.304
H (4.3717, 1.2029, 2.3135)  0.316
H (-1.8822, -3.8854, 2.5355)  0.317
H (-2.2281, 1.1282, -4.2888)  0.335
H (-3.7610, 3.8029, -1.7883)  0.337
H (-2.1410, 4.7665, -1.9686)  0.288
H (0.3953, -0.9532, 1.2148)  0.315
H (-4.2854, -1.1505, 1.2758)  0.309
H (-3.2066, -0.5869, 0.3756)  0.317
H (-0.5202, 2.2539, -2.0266)  0.325

Cartesian forces (eV/Å) of the 2 atoms listed first:
O 0.212 0.045 -0.213
O 0.072 -0.192 -0.134

Entry 5:
The following is a quantum chemistry calculation of a cluster of 8 separate species, C3H22O8S2 in total at a distorted geometry, from the OMol25 dataset.

Values from the calculation:
charge: +1
spin multiplicity: 2
highest occupied orbital energy (alpha / beta): -13.60 / -13.60 eV
largest force on an atom: 2.543 eV/Å
expectation value of S²: 0.755

Each line ends with the Mulliken charge.
Geometry (Å):
S (-0.5534, 3.7287, 1.6135)  0.279
S (-0.6231, 2.5819, 3.2482)  0.036
O (0.9027, -2.4632, -2.1685)  -0.636
O (-2.3209, -1.6825, 2.2659)  -0.676
O (-1.1248, -2.4212, -0.3294)  -0.633
O (1.8481, -2.1640, 1.0058)  -0.604
O (-4.1051, -0.6827, 0.4399)  -0.649
O (2.9072, 0.8117, -1.2909)  -0.613
O (4.0141, 0.2179, 1.2623)  -0.664
O (-1.2111, 0.2109, -2.1985)  -0.500
C (0.0102, 2.7851, 0.1819)  -0.501
C (-0.9757, 1.9159, -0.5647)  -0.032
C (-0.2672, 1.1307, -1.6821)  -0.376
H (0.4839, 0.5053, -1.2063)  0.118
H (3.2526, 0.0375, -1.7389)  0.274
H (1.0877, -1.5940, 0.8780)  0.300
H (-1.8050, 0.4181, -2.9157)  0.285
H (-3.5541, -0.9724, 1.2154)  0.410
H (1.0252, -3.4161, -2.2426)  0.296
H (0.1320, 1.7472, -2.5048)  0.388
H (-1.9046, 2.3226, -0.9135)  0.428
H (0.4190, 3.4768, -0.5584)  0.428
H (-1.3480, 1.1078, 0.1128)  -0.068
H (-1.8479, -1.8137, -0.4545)  0.297
H (3.9503, 0.9656, 1.8680)  0.328
H (1.5787, -3.0467, 1.2511)  0.310
H (3.2387, -0.3008, 1.5384)  0.318
H (-1.7570, -0.9218, 2.0748)  0.304
H (-1.6348, 1.7336, 3.0391)  0.266
H (-0.3968, -2.1570, -0.9212)  0.303
H (-1.8121, -2.3724, 1.8155)  0.358
H (0.9964, 2.3070, 0.4470)  0.263
H (1.7080, -2.0250, -1.8990)  0.304
H (3.2037, 0.7773, -0.3660)  0.368
H (-3.5170, -0.7478, -0.3026)  0.291

Cartesian forces (eV/Å) of the 2 atoms listed first:
S 0.623 0.065 -0.296
S 0.038 0.648 0.412

Entry 6:
The following is a quantum chemistry calculation of a cluster of 7 separate species, C3H23N3O6 in total at a distorted geometry, from the OMol25 dataset.

Values from the calculation:
SMILES: NCCNCN.O.O.O.O.O.O
highest occupied orbital energy: -9.02 eV
largest force on an atom: 1.260 eV/Å
energy above the lowest of the compared OMol25 structures with the same formula, charge and spin: 0.0000 eV

Each line ends with the Mulliken charge.
Geometry (Å):
O (1.4497, -2.2434, 2.2691)  -0.740
O (0.3565, 3.0265, -2.9787)  -0.710
O (-1.4557, -2.1333, 1.8146)  -0.620
O (0.1031, 2.1969, 0.4736)  -0.748
O (0.0258, 0.1432, 2.3192)  -0.702
O (0.9610, 2.7281, 3.0953)  -0.675
N (0.0964, 0.1800, -1.8087)  -0.168
N (-2.0800, 1.2668, -1.5398)  -0.644
N (-0.2144, -2.9656, -1.0115)  -0.539
C (0.9541, -2.1764, -1.3930)  -0.984
C (-1.3603, 0.0061, -1.6541)  -0.607
C (0.9275, -0.7013, -0.9851)  0.410
H (1.8785, 3.0087, 3.1587)  0.301
H (-1.8227, -0.4908, -2.5116)  0.311
H (-0.4834, -2.7901, -0.0534)  0.268
H (0.4642, 1.8882, -0.3718)  0.256
H (0.7382, -0.5336, 2.3477)  0.328
H (-0.0505, 1.3723, 0.9853)  0.520
H (-1.8392, 1.7580, -0.6984)  0.319
H (-0.9930, -2.7955, -1.6321)  0.268
H (0.4970, 3.8061, -2.4272)  0.340
H (0.5741, -2.6414, 2.3877)  0.358
H (1.9464, -0.2961, -1.0355)  0.307
H (-2.2881, -2.2886, 2.2772)  0.289
H (-1.8938, 1.8814, -2.3216)  0.307
H (1.8454, -2.6673, -0.9757)  0.323
H (0.6275, -0.6179, 0.0574)  -0.496
H (1.1189, -2.2734, -2.4693)  0.439
H (1.7072, -2.4560, 1.3657)  0.323
H (0.2575, 0.8263, 2.9882)  0.299
H (0.3771, 0.1065, -2.7738)  0.334
H (-1.5879, -0.5730, -0.7622)  0.262
H (0.7195, 2.8151, 2.1506)  0.389
H (0.3315, 2.2860, -2.3541)  0.359
H (-1.2549, -1.1851, 1.8985)  0.322

Cartesian forces (eV/Å) of the 2 atoms listed first:
O 0.009 0.122 0.026
O 0.064 0.115 0.195